No. 1
{"formula": "C32H61NO5P", "method": "wB97M-V/def2-TZVPD", "multiplicity": 1, "homo_energy_ev": -4.06, "total_charge": -1, "e_tot_ev": -55186.93482, "elements": ["C", "C", "C", "C", "C", "C", "C", "C", "C", "C", "C", "C", "C", "C", "C", "C", "C", "C", "C", "C", "C", "C", "C", "O", "C", "C", "O", "P", "C", "O", "H", "H", "H", "H", "H", "H", "H", "H", "H", "H", "H", "H", "H", "H", "H", "H", "H", "H", "H", "H", "H", "H", "H", "H", "H", "H", "H", "H", "H", "H", "H", "H", "H", "H", "H", "H", "H", "H", "H", "H", "H", "H", "H", "H", "H", "H", "H", "H", "H", "H", "H", "H", "H", "H", "H", "H", "C", "C", "C", "C", "C", "C", "N", "O", "O", "H", "H", "H", "H", "H"], "xyz": [[-3.765329, -2.027872, 0.584613], [-4.685165, -3.067388, -0.070339], [-4.192489, -3.492420, -1.470555], [-3.505694, -4.880340, -1.523877], [-2.107511, -4.910963, -2.150896], [-2.078714, -4.669493, -3.666085], [-2.349590, -3.233498, -4.131112], [-1.451267, -2.180966, -3.482593], [-1.950141, -0.735818, -3.658580], [-1.585605, 0.140846, -2.461082], [-2.249107, 1.521331, -2.444630], [-2.338093, 2.108055, -1.029603], [-0.992603, 2.619128, -0.484637], [-0.793153, 2.399772, 1.031026], [0.477834, 1.632603, 1.441466], [0.390079, 0.197951, 0.867615], [1.357336, -0.853901, 1.427199], [0.677149, -2.180534, 1.809010], [0.412102, -2.319748, 3.321606], [1.555705, -2.982705, 4.106383], [2.509991, -1.964689, 4.741391], [3.716118, -2.607518, 5.438777], [4.771873, -3.189030, 4.473232], [4.846409, -2.553812, 3.220947], [5.416293, -1.257504, 3.245240], [1.732256, 2.423019, 0.956199], [2.209975, 3.148995, 2.047391], [2.060783, 2.215046, 3.536919], [3.696287, 2.919910, 4.228998], [0.515874, 1.654773, 2.835857], [-3.956610, -1.913213, 1.655679], [-2.716583, -2.321667, 0.468470], [-3.885307, -1.050710, 0.102083], [-5.692368, -2.647346, -0.155853], [-4.764403, -3.945845, 0.577605], [-3.493167, -2.728574, -1.825279], [-5.043676, -3.493563, -2.160029], [-3.422759, -5.266852, -0.501809], [-4.140909, -5.586766, -2.070046], [-1.685221, -5.908633, -1.971394], [-1.453819, -4.213816, -1.616814], [-2.848201, -5.320609, -4.106595], [-1.119086, -5.011364, -4.069043], [-3.398801, -2.982285, -3.950394], [-2.204831, -3.196772, -5.220031], [-1.393134, -2.369919, -2.401873], [-0.426504, -2.282514, -3.857553], [-3.035299, -0.746012, -3.814249], [-1.492880, -0.298817, -4.557128], [-1.835302, -0.388148, -1.527653], [-0.495594, 0.273526, -2.462703], [-3.243858, 1.472843, -2.901116], [-1.633695, 2.201683, -3.049131], [-3.072775, 2.921543, -1.042030], [-2.746171, 1.337167, -0.359427], [-0.173226, 2.166119, -1.049574], [-0.943195, 3.696775, -0.684977], [-0.723413, 3.362652, 1.545840], [-1.666542, 1.887479, 1.453019], [-0.639244, -0.138637, 1.058931], [0.537276, 0.261060, -0.218435], [1.860162, -0.449302, 2.306716], [2.143734, -1.056937, 0.690817], [-0.269748, -2.276475, 1.270764], [1.321844, -3.012601, 1.495117], [0.239084, -1.309854, 3.721696], [-0.520608, -2.873209, 3.485993], [1.144731, -3.609173, 4.910988], [2.126546, -3.628121, 3.429510], [2.862428, -1.266134, 3.980534], [1.955930, -1.371574, 5.477890], [3.370794, -3.430343, 6.077156], [4.184587, -1.862437, 6.089970], [5.759214, -3.166846, 4.961191], [4.551801, -4.238249, 4.253045], [4.736071, -0.548860, 2.767803], [5.600874, -0.913158, 4.268642], [6.366240, -1.268227, 2.701857], [2.484485, 1.744085, 0.513518], [1.476009, 3.147911, 0.171924], [2.804758, 1.155896, 2.860710], [1.853882, 1.336088, 4.664992], [1.330674, 3.293416, 4.151892], [3.714638, 4.013250, 4.249755], [4.548239, 2.547892, 3.652261], [3.803624, 2.564069, 5.264310], [-0.516725, 7.733668, -5.051893], [-0.682331, 6.588916, -5.820637], [-0.248273, 5.361945, -5.344394], [0.346442, 5.313028, -4.098504], [0.523031, 6.436519, -3.313867], [0.085192, 7.657251, -3.802841], [0.800620, 4.011579, -3.574466], [0.644579, 3.037499, -4.280278], [1.284761, 4.000844, -2.471645], [-0.860920, 8.688703, -5.426577], [-1.152914, 6.649178, -6.792460], [-0.367951, 4.458077, -5.922253], [0.989464, 6.351241, -2.343635], [0.212724, 8.548432, -3.203978]], "atomic_forces_ev_per_a": [[0.03, -0.13, -0.10], [0.06, 0.15, -0.02], [-0.07, -0.08, 0.09], [0.10, 0.16, 0.09], [-0.03, -0.22, 0.00], [-0.18, -0.05, 0.07], [0.20, -0.01, -0.23], [-0.10, 0.09, 0.28], [0.34, -0.05, -0.12], [0.07, 0.01, 0.03], [0.35, 0.13, 0.10], [-0.17, -0.16, -0.15], [-0.26, 0.10, 0.16], [0.03, 0.30, -0.06], [-0.15, 0.18, -0.04], [-0.02, 0.17, 0.13], [0.18, -0.02, -0.07], [0.26, -0.07, 0.21], [-0.23, 0.20, -0.06], [0.12, 0.28, 0.09], [0.04, -0.24, 0.10], [-0.03, 0.14, -0.24], [-0.03, -0.20, 0.22], [-0.04, -0.01, -0.12], [-0.01, 0.12, 0.05], [0.03, 0.21, 0.08], [0.28, 0.03, -0.07], [0.34, 0.40, -0.10], [-0.17, -0.32, 0.21], [0.16, -0.81, 0.03], [-0.04, 0.04, -0.14], [-0.05, 0.03, 0.06], [0.06, -0.12, 0.09], [0.04, -0.04, 0.10], [-0.04, 0.01, -0.06], [-0.16, -0.05, 0.03], [0.15, 0.07, -0.01], [-0.01, 0.01, -0.07], [0.00, 0.01, 0.07], [-0.04, 0.12, 0.00], [-0.03, -0.05, -0.08], [0.17, 0.03, -0.05], [0.00, 0.09, 0.06], [0.08, 0.02, -0.02], [-0.13, 0.01, 0.11], [0.01, 0.02, -0.22], [-0.06, 0.00, 0.05], [0.02, 0.06, 0.07], [-0.26, -0.04, 0.01], [0.00, 0.05, -0.19], [-0.13, -0.10, 0.18], [0.02, -0.05, 0.03], [-0.25, -0.02, -0.14], [0.06, -0.02, 0.13], [0.07, 0.10, -0.09], [-0.04, -0.01, 0.05], [0.14, -0.15, -0.13], [-0.02, -0.06, -0.02], [0.12, -0.03, 0.03], [0.07, 0.00, -0.13], [-0.25, -0.05, 0.06], [-0.06, 0.03, -0.09], [-0.04, 0.08, 0.07], [0.03, -0.04, -0.11], [-0.21, -0.01, -0.01], [-0.05, -0.15, 0.00], [0.13, -0.05, -0.06], [0.09, -0.01, -0.14], [-0.07, -0.11, 0.09], [-0.06, 0.04, 0.09], [0.05, -0.01, -0.13], [0.07, 0.10, 0.08], [-0.03, -0.05, -0.03], [-0.05, -0.05, -0.01], [-0.06, 0.11, -0.03], [0.02, 0.01, 0.02], [-0.03, 0.00, -0.08], [0.00, 0.02, 0.03], [0.01, 0.00, 0.23], [-0.06, -0.20, -0.01], [-0.10, -0.07, -0.04], [-0.10, 0.07, 0.04], [-0.09, 0.01, 0.02], [-0.05, -0.06, -0.17], [0.00, 0.11, -0.03], [0.02, 0.07, -0.09], [0.01, -0.03, 0.01], [0.01, 0.03, 0.03], [-0.04, 0.02, -0.09], [-0.05, 0.06, -0.02], [0.01, 0.09, 0.05], [-0.02, 0.00, -0.04], [-0.16, 0.18, -0.07], [-0.02, -0.26, -0.22], [0.27, -0.06, 0.31], [0.00, 0.01, 0.00], [-0.01, 0.00, -0.01], [0.02, -0.04, 0.04], [0.00, -0.06, 0.00], [0.00, 0.01, 0.01]]}



No. 2
{"formula": "C32H62BGeN6OPS7SbTc", "method": "wB97M-V/def2-TZVPD", "multiplicity": 1, "homo_energy_ev": [-17.77, -17.77], "total_charge": 4, "e_tot_ev": -196213.51606, "elements": ["Tc", "C", "C", "C", "C", "N", "C", "C", "N", "B", "N", "C", "C", "N", "C", "S", "C", "C", "C", "C", "N", "C", "C", "N", "C", "S", "C", "C", "C", "C", "C", "S", "H", "H", "H", "H", "H", "H", "H", "H", "H", "H", "H", "H", "H", "H", "H", "H", "H", "H", "H", "H", "H", "H", "H", "H", "H", "H", "H", "H", "H", "H", "H", "H", "H", "H", "S", "Sb", "S", "S", "S", "C", "C", "C", "C", "Ge", "C", "C", "C", "C", "H", "H", "H", "H", "H", "H", "H", "H", "H", "H", "H", "H", "H", "H", "H", "H", "H", "H", "H", "C", "P", "C", "C", "O", "H", "H", "H", "H", "H", "H", "H", "H", "H"], "xyz": [[-1.439095, -0.951412, -0.350598], [-5.683100, -4.447745, 2.681978], [-5.044894, -3.190840, 2.103161], [-5.740937, -1.958602, 2.675776], [-5.102637, -3.246652, 0.581415], [-3.579984, -3.150374, 2.527532], [-2.979332, -4.102813, 3.313314], [-1.711097, -3.692584, 3.559414], [-1.520523, -2.492825, 2.920249], [-0.217954, -1.692843, 3.195273], [0.998346, -2.217734, 2.389410], [2.216873, -2.344586, 3.028419], [3.016406, -3.098473, 2.249049], [2.296216, -3.448779, 1.122434], [1.082397, -2.866766, 1.213578], [-0.166927, -2.956420, -0.000481], [2.861633, -4.353351, 0.033074], [3.205264, -3.458366, -1.149164], [4.117804, -5.038105, 0.569634], [1.846361, -5.429825, -0.349559], [-0.369742, -0.122889, 3.135589], [-0.701076, 0.507432, 4.312200], [-0.456548, 1.824514, 4.168029], [0.032607, 2.021738, 2.894546], [0.046551, 0.823721, 2.274852], [0.558907, 0.315018, 0.644690], [0.627730, 3.343609, 2.458741], [-0.138617, 3.851015, 1.243140], [0.475946, 4.362047, 3.587398], [2.112333, 3.108941, 2.194391], [-2.666261, -2.189430, 2.291224], [-2.857088, -0.726706, 1.339867], [-6.728450, -4.454523, 2.376090], [-5.669584, -4.456058, 3.772392], [-5.226791, -5.361498, 2.298812], [-6.802994, -2.013277, 2.437242], [-5.362947, -1.026580, 2.255099], [-5.645695, -1.925526, 3.761664], [-6.139951, -3.393052, 0.278456], [-4.521634, -4.087962, 0.199591], [-4.749517, -2.322930, 0.122496], [-3.495742, -4.980712, 3.654588], [-0.942669, -4.144651, 4.164101], [0.049237, -1.909331, 4.337084], [2.389896, -1.936646, 4.009747], [4.016058, -3.445544, 2.428169], [3.995803, -2.750223, -0.892577], [2.314550, -2.909887, -1.465664], [3.551739, -4.070869, -1.983028], [4.951899, -4.348048, 0.700579], [4.434509, -5.780142, -0.161145], [3.926710, -5.563845, 1.505385], [1.037904, -5.053891, -0.970640], [1.422903, -5.913750, 0.531963], [2.369317, -6.194879, -0.921975], [-1.046491, -0.043330, 5.170651], [-0.574635, 2.625475, 4.873214], [-1.188203, 3.560912, 1.271875], [0.317404, 3.519176, 0.308493], [-0.093042, 4.939072, 1.203272], [-0.568306, 4.557673, 3.835227], [0.909771, 5.299280, 3.241541], [1.020962, 4.070347, 4.485085], [2.282396, 2.397166, 1.382742], [2.608104, 2.736326, 3.091374], [2.585217, 4.052350, 1.920208], [-4.589689, -1.132278, -4.903448], [-6.074545, -0.169438, -3.651922], [-2.499307, -2.401981, -1.793842], [-2.879272, -0.451768, -2.178501], [-4.692389, 0.148041, -1.470703], [-1.555859, 6.478557, -2.163255], [-1.749338, 5.030605, -1.732573], [-0.843973, 4.083756, -2.515274], [-0.956307, 2.601504, -2.096827], [0.613996, 1.764326, -1.304928], [2.454584, 2.332224, -1.551289], [2.826051, 3.821878, -1.486641], [4.341589, 4.017209, -1.564073], [4.969582, 3.444913, -2.829190], [-2.264254, 7.136813, -1.662849], [-1.704274, 6.593069, -3.238340], [-0.549165, 6.830904, -1.928283], [-2.788328, 4.726854, -1.894838], [-1.573465, 4.934904, -0.661502], [0.191241, 4.435525, -2.493105], [-1.140332, 4.138009, -3.565712], [-1.029061, 1.961768, -2.984838], [-1.858328, 2.413028, -1.513069], [-1.813671, 0.626304, -0.256718], [2.694214, 1.970297, -2.557415], [3.060748, 1.736611, -0.862002], [2.449348, 4.281584, -0.573583], [2.355052, 4.347627, -2.320890], [4.808328, 3.574537, -0.677895], [4.542561, 5.087842, -1.510019], [4.928368, 2.351513, -2.855237], [6.021616, 3.715985, -2.897988], [4.476950, 3.832177, -3.725269], [0.684571, 0.781287, -4.885353], [1.205179, -0.345090, -3.604821], [0.579904, -1.968945, -3.968410], [2.990899, -0.386833, -3.573634], [0.593138, 0.107389, -2.214639], [1.174743, 0.503952, -5.822741], [0.975132, 1.807309, -4.648556], [-0.395325, 0.725718, -5.028305], [1.049226, -2.314533, -4.893026], [-0.499962, -1.939063, -4.113356], [0.822785, -2.660143, -3.161150], [3.329593, -1.103998, -4.325161], [3.352649, -0.705984, -2.597924], [3.417509, 0.585498, -3.821596]], "atomic_forces_ev_per_a": [[-1.31, 0.01, 1.05], [-0.02, -0.03, 0.00], [0.07, 0.01, 0.06], [0.01, -0.04, -0.02], [-0.02, -0.05, 0.02], [-0.06, 0.03, 0.07], [-0.05, 0.02, -0.08], [0.08, 0.03, -0.04], [-0.18, 0.01, 0.13], [0.28, -0.05, -0.05], [-0.16, 0.09, -0.03], [0.07, -0.08, 0.06], [-0.06, -0.05, 0.05], [0.10, -0.01, 0.00], [0.02, 0.01, -0.15], [0.30, -0.44, 0.18], [-0.07, 0.07, 0.06], [-0.02, 0.02, -0.16], [0.03, 0.06, -0.01], [0.00, -0.05, 0.05], [-0.01, 0.01, -0.05], [-0.03, -0.05, 0.00], [-0.04, 0.06, -0.03], [0.06, -0.06, -0.01], [-0.02, 0.05, 0.11], [-0.05, 0.05, -0.32], [-0.02, 0.02, 0.02], [0.10, 0.10, -0.08], [0.01, -0.02, 0.04], [-0.01, 0.04, -0.05], [0.03, -0.13, 0.02], [0.59, -0.19, -0.86], [0.01, -0.01, 0.00], [0.01, 0.01, -0.02], [-0.01, 0.01, 0.00], [0.01, 0.00, 0.00], [0.02, 0.03, -0.01], [0.01, 0.01, -0.02], [0.02, 0.03, 0.00], [-0.01, 0.00, 0.01], [0.03, 0.07, -0.02], [0.02, 0.01, 0.00], [-0.03, 0.02, 0.00], [-0.03, 0.01, 0.01], [0.00, -0.01, -0.04], [0.00, 0.01, -0.01], [-0.01, -0.02, 0.03], [0.03, 0.03, -0.03], [0.01, 0.01, 0.03], [-0.03, 0.01, 0.04], [0.00, 0.02, -0.01], [-0.01, -0.03, -0.02], [-0.01, 0.01, 0.02], [0.03, 0.01, 0.00], [-0.03, 0.00, -0.01], [0.02, 0.02, -0.02], [0.01, -0.03, -0.02], [-0.02, 0.00, -0.03], [-0.02, -0.08, -0.10], [0.01, -0.01, 0.01], [0.02, 0.02, -0.02], [0.00, -0.01, 0.00], [-0.02, 0.00, 0.00], [0.00, 0.00, -0.01], [0.00, 0.01, -0.01], [-0.01, -0.01, -0.01], [0.19, -0.12, -0.11], [-0.25, 0.12, 0.06], [0.33, 0.34, 0.19], [0.08, 0.40, 0.01], [-0.03, -0.05, 0.00], [0.01, 0.03, -0.02], [-0.03, -0.02, -0.04], [0.05, -0.04, -0.07], [-0.13, -0.02, -0.03], [0.09, 0.06, -0.10], [0.11, 0.14, 0.03], [-0.09, -0.03, 0.02], [0.04, -0.02, 0.04], [-0.02, 0.00, -0.04], [0.02, -0.02, 0.00], [-0.01, -0.01, 0.02], [-0.02, -0.01, -0.01], [0.01, 0.00, -0.01], [0.06, -0.01, 0.09], [-0.03, 0.03, 0.09], [0.06, 0.02, -0.02], [-0.11, 0.01, 0.07], [0.04, 0.04, 0.08], [-0.02, -0.17, -0.15], [-0.11, 0.01, 0.14], [0.03, 0.01, 0.02], [-0.05, 0.02, 0.09], [0.01, 0.00, 0.00], [-0.01, 0.00, -0.02], [0.00, 0.00, -0.01], [0.01, 0.01, 0.01], [-0.01, 0.00, 0.01], [0.01, 0.00, 0.01], [0.02, 0.00, -0.07], [-0.07, 0.07, 0.06], [0.01, -0.01, -0.01], [0.03, -0.06, -0.06], [0.16, -0.20, -0.11], [-0.02, -0.01, 0.01], [0.02, -0.01, 0.01], [-0.01, 0.01, 0.00], [-0.03, -0.02, 0.02], [-0.01, 0.02, 0.00], [0.01, -0.01, 0.01], [0.00, 0.01, 0.00], [0.00, -0.06, 0.06], [-0.01, -0.06, -0.01]]}



Number 1: F_max 0.83 eV/Å. Number 2: F_max 1.68 eV/Å.